No. 1
Here is a single C26H39N5O3 molecule from the OMol25 dataset. Energies are from wB97M-V/def2-TZVPD.

Geometry as XYZ:
```
73
Properties=species:S:1:pos:R:3:mulliken_charge:R:1
C -0.18 -2.58 3.06 -1.338
C 1.02 -2.12 2.24 -0.632
C 0.64 -1.06 1.21 0.406
N -0.30 -1.58 0.23 1.293
C 0.25 -1.65 -1.12 -0.087
C 1.21 -2.83 -1.27 -0.404
C 0.50 -4.16 -1.05 -1.531
C -1.61 -0.94 0.25 -0.350
C -2.73 -1.91 -0.13 -0.926
N -4.02 -1.24 -0.12 -0.032
C -4.45 -0.55 -1.19 0.476
O -3.90 -0.57 -2.27 -0.651
C -5.74 0.25 -0.97 -0.851
C -5.63 1.28 0.17 -0.810
C -4.19 1.68 0.44 0.357
O -3.68 1.52 1.54 -0.605
N -3.55 2.20 -0.64 -0.073
C -2.15 2.31 -0.77 -0.642
C -1.60 2.09 -2.04 -0.221
C -0.24 2.01 -2.20 -0.897
C 0.62 2.14 -1.09 -1.359
N 1.93 1.92 -1.28 -0.252
C 2.75 1.99 -0.25 0.480
N 4.08 1.76 -0.50 -0.069
C 4.98 1.22 0.49 -0.828
C 4.97 -0.31 0.41 0.012
O 5.32 -0.76 -0.88 -0.468
C 4.46 -0.23 -1.86 0.039
C 4.45 1.30 -1.83 -0.778
C 2.30 2.38 1.04 -0.187
C 0.97 2.61 1.26 0.859
C 0.47 3.01 2.62 -2.159
C 0.06 2.45 0.18 1.248
C -1.33 2.54 0.31 0.494
H 0.11 -3.34 3.78 0.460
H -0.93 -2.99 2.39 0.168
H -0.62 -1.74 3.60 0.299
H 1.78 -1.69 2.91 0.481
H 1.46 -2.98 1.74 0.281
H 1.54 -0.70 0.70 -0.926
H 0.21 -0.20 1.73 0.363
H 0.77 -0.71 -1.39 -0.680
H -0.57 -1.78 -1.82 0.742
H 1.63 -2.80 -2.28 0.571
H 2.04 -2.73 -0.57 0.091
H 1.20 -4.98 -1.10 0.448
H 0.03 -4.16 -0.07 0.233
H -0.27 -4.31 -1.80 0.362
H -1.65 -0.09 -0.45 -0.517
H -1.81 -0.56 1.25 0.695
H -2.77 -2.75 0.56 0.219
H -2.58 -2.29 -1.14 0.290
H -4.41 -1.03 0.79 0.357
H -5.97 0.74 -1.92 0.357
H -6.55 -0.46 -0.76 0.411
H -6.21 2.17 -0.08 0.390
H -6.03 0.87 1.10 0.364
H -4.05 2.17 -1.52 0.314
H -2.26 1.93 -2.88 0.326
H 0.20 1.81 -3.17 0.454
H 4.71 1.54 1.49 0.342
H 5.99 1.59 0.27 0.379
H 5.70 -0.75 1.09 0.456
H 3.97 -0.68 0.67 -0.199
H 4.82 -0.60 -2.82 0.420
H 3.43 -0.60 -1.69 -0.213
H 3.73 1.69 -2.55 0.481
H 5.45 1.68 -2.05 0.332
H 3.00 2.51 1.85 0.268
H 1.30 3.09 3.32 0.351
H -0.04 3.97 2.56 0.418
H -0.23 2.27 3.00 0.381
H -1.77 2.73 1.28 0.515
```

Output
**HOMO**: -7.49 eV
**Spin multiplicity**: 1
**Structure (SMILES)**: CCCN(CCC)CCNC(=O)CCC(=O)Nc1ccc2nc(N3CCOCC3)cc(C)c2c1
**Net charge**: 0
**LUMO level**: 0.52 eV
**Energy**: -41189.7388 eV
**Energy above the lowest of the compared OMol25 structures with the same formula, charge and spin**: 7.7 kcal per mole

---

No. 2
Here is a gas-phase ion, C5H9N2 (charge +1) from the OMol25 dataset. Energies are from wB97M-V/def2-TZVPD.

Geometry as XYZ:
```
16
Properties=species:S:1:pos:R:3:mulliken_charge:R:1
C -0.05 -2.32 0.21 -0.196
C 0.60 -2.67 -0.86 -0.223
C 0.47 0.03 0.11 0.640
C -0.92 1.96 -0.24 -1.286
C 0.10 1.38 0.69 -0.225
N -0.22 -1.05 0.72 -0.153
N 1.29 -0.31 -0.78 -0.607
H -0.59 -2.88 0.87 0.465
H 1.19 -3.28 -1.47 0.423
H -0.69 -0.96 1.56 0.232
H -0.64 1.87 -1.27 0.349
H -1.23 3.02 -0.09 0.340
H -1.78 1.42 -0.12 0.409
H -0.38 1.55 1.61 0.277
H 1.03 2.08 0.60 0.262
H 1.83 0.15 -1.55 0.291
```

Output
**HOMO**: -14.79 eV
**Spin multiplicity**: 1
**Net charge**: +1
**LUMO level**: -6.14 eV
**Energy**: -8300.1809 eV
**Energy above the lowest of the compared OMol25 structures with the same formula, charge and spin**: 128.0 kcal per mole

---

No. 3
Here is a molecular structure, C50H45BrCl3F3N9O4S2Zr from the OMol25 dataset. Energies are from wB97M-V/def2-TZVPD.

Geometry as XYZ:
```
118
Properties=species:S:1:pos:R:3:mulliken_charge:R:1
Zr -0.28 -0.95 -0.05 -1.924
F -6.26 1.13 2.19 -0.313
C -5.41 0.20 1.72 0.687
F -5.82 -0.10 0.47 -0.209
F -5.58 -0.90 2.47 -0.234
C -3.99 0.70 1.73 -0.493
C -3.71 1.99 2.15 -0.623
C -2.41 2.47 2.04 -1.133
C -1.44 1.64 1.52 -0.686
N -1.70 0.39 1.14 1.012
C -2.95 -0.10 1.22 0.601
S -3.13 -1.71 0.68 -0.645
H -4.50 2.60 2.56 0.546
H -2.17 3.48 2.34 0.561
H -0.42 1.97 1.40 0.781
Br -2.66 -2.86 -7.67 -0.184
C -2.19 -1.06 -7.28 -0.085
C -3.07 -0.04 -7.60 -0.504
C -2.72 1.26 -7.30 -0.132
C -1.53 1.54 -6.62 -0.362
C -0.65 0.50 -6.33 -0.013
C -0.97 -0.80 -6.68 -0.367
N -1.23 2.90 -6.39 -0.507
N -0.65 3.32 -5.39 -0.425
C -0.38 2.58 -4.22 0.201
C 0.87 2.74 -3.67 -0.562
C 1.24 2.12 -2.47 -0.652
C 0.35 1.32 -1.78 -0.008
O 0.62 0.77 -0.62 0.938
C -0.94 1.09 -2.36 -0.332
N -1.73 0.19 -1.71 0.602
C -2.92 -0.05 -2.21 -0.147
C -3.45 0.66 -3.29 -1.509
C -2.67 1.58 -3.94 -1.204
C -1.33 1.76 -3.54 1.007
H -4.00 -0.26 -8.10 0.441
H -3.38 2.08 -7.55 0.499
H 0.31 0.72 -5.87 0.436
H -0.28 -1.61 -6.48 0.676
H 1.59 3.33 -4.21 0.477
H 2.24 2.25 -2.07 0.656
H -3.51 -0.81 -1.71 0.402
H -4.47 0.48 -3.60 0.531
H -3.09 2.16 -4.75 0.747
C 0.89 -4.69 2.77 -1.955
C 0.69 -3.54 1.84 0.797
N -0.38 -2.82 1.80 0.930
O -1.35 -3.22 2.69 -0.667
C 1.74 -3.13 0.91 -0.183
C 3.14 -3.67 0.93 -2.115
N 1.35 -2.21 0.10 2.128
O 2.09 -1.58 -0.74 -0.875
H -0.06 -5.04 3.15 0.478
H 1.50 -4.37 3.62 0.380
H 1.42 -5.50 2.27 0.417
H -2.12 -2.67 2.42 0.177
H 3.50 -3.81 1.95 0.427
H 3.77 -2.96 0.40 0.456
H 3.19 -4.63 0.40 0.357
C -3.96 -4.42 -1.47 -0.555
N -2.97 -5.28 -0.78 0.051
C -3.53 -5.81 0.49 -0.785
C -1.67 -4.56 -0.51 -1.062
C -1.09 -3.88 -1.73 0.968
C -0.98 -4.63 -2.90 -0.313
C -0.46 -4.08 -4.05 -1.364
C 0.02 -2.78 -4.00 -1.282
C -0.04 -2.06 -2.82 -0.654
C -0.63 -2.56 -1.64 1.436
H -4.90 -4.96 -1.58 0.430
H -3.58 -4.13 -2.45 0.312
H -4.12 -3.53 -0.87 0.161
H -2.76 -6.06 -1.41 0.398
H -3.87 -4.96 1.08 0.291
H -2.76 -6.35 1.04 0.340
H -4.36 -6.47 0.29 0.374
H -0.97 -5.31 -0.12 0.516
H -1.87 -3.82 0.25 0.086
H -1.30 -5.67 -2.93 0.324
H -0.39 -4.65 -4.97 0.446
H 0.48 -2.33 -4.87 0.945
H 0.42 -1.08 -2.81 0.307
Cl 1.50 6.72 -0.77 -0.217
C 2.11 5.56 0.35 0.257
C 1.26 4.99 1.29 -0.959
C 1.77 4.12 2.23 0.206
C 3.12 3.79 2.26 -0.350
C 3.67 2.95 3.39 -0.357
C 3.85 1.45 3.12 -1.575
N 2.61 0.73 2.91 0.308
C 1.69 0.45 3.90 -0.829
C 0.65 -0.17 3.28 -1.177
N 0.92 -0.31 1.94 1.369
C 2.10 0.28 1.75 -0.956
O 2.82 3.05 4.51 -0.083
C 3.10 4.16 5.35 -0.965
C 4.36 3.97 6.15 0.200
C 4.53 2.95 7.04 0.604
Cl 3.38 1.74 7.43 -0.206
S 6.08 2.96 7.78 -0.167
C 6.52 4.35 6.88 -0.403
C 5.53 4.77 6.06 -0.719
C 3.94 4.33 1.27 0.768
Cl 5.63 3.94 1.23 -0.207
C 3.45 5.21 0.32 -0.767
H 0.21 5.26 1.29 0.476
H 1.14 3.72 3.01 0.512
H 4.67 3.32 3.64 0.868
H 4.34 1.03 4.00 0.453
H 4.49 1.30 2.25 0.436
H 1.86 0.74 4.92 0.478
H -0.25 -0.56 3.72 0.674
H 2.60 0.35 0.80 0.557
H 2.24 4.24 6.01 0.429
H 3.17 5.08 4.76 0.325
H 7.50 4.78 7.03 0.442
H 5.61 5.63 5.41 0.410
H 4.11 5.65 -0.42 0.495
```

Output
**HOMO**: -9.58 eV
**Spin multiplicity**: 1
**Net charge**: +1
**LUMO level**: -2.40 eV
**Energy**: -212890.1490 eV
**Energy above the lowest of the compared OMol25 structures with the same formula, charge and spin**: 2.8 kcal per mole

---

No. 4
Here is 2 unconnected molecules or ions with the total composition C4H12 from the OMol25 dataset. Energies are from wB97M-V/def2-TZVPD.

Geometry as XYZ:
```
16
Properties=species:S:1:pos:R:3:mulliken_charge:R:1
C -0.43 1.44 1.94 -0.845
C 0.35 0.13 2.07 -0.730
H -1.31 1.43 2.59 0.291
H 0.16 2.29 2.29 0.280
H -0.78 1.66 0.94 0.265
H -0.26 -0.64 1.61 0.183
H 0.48 -0.14 3.12 0.345
H 1.27 0.27 1.50 0.223
C 0.02 -0.42 -2.67 -0.940
C 0.09 -1.16 -1.32 -0.468
H -0.97 -0.01 -2.84 0.246
H 0.79 0.34 -2.68 0.300
H 0.22 -1.10 -3.50 0.295
H 0.55 -2.14 -1.52 0.309
H -0.86 -1.42 -0.86 0.293
H 0.68 -0.53 -0.67 -0.048
```

Output
**HOMO**: -11.72 eV
**Spin multiplicity**: 1
**Structure (SMILES)**: CC.CC
**Net charge**: 0
**LUMO level**: 1.14 eV
**Energy**: -4342.2334 eV
**Energy above the lowest of the compared OMol25 structures with the same formula, charge and spin**: 6.8 kcal per mole

---

No. 5
Here is a molecular structure, C26H33EuF9N2O5PS3 from the OMol25 dataset. Energies are from wB97M-V/def2-TZVPD.

Geometry as XYZ:
```
80
Properties=species:S:1:pos:R:3:mulliken_spin:R:1
Eu 0.37 1.06 2.10 6.111
O -2.82 -0.54 3.68 0.002
S -1.66 0.07 3.08 -0.007
O -0.96 1.10 3.91 -0.001
O -1.95 0.77 1.78 -0.014
O -0.57 -0.92 2.74 -0.012
S 2.59 0.34 3.66 -0.014
C 3.97 0.71 2.65 -0.003
C 5.21 0.51 3.25 0.001
N 6.24 0.32 3.74 0.000
C 3.94 1.17 1.35 0.004
S 2.51 1.45 0.38 -0.014
C 5.14 1.43 0.69 0.001
N 6.12 1.64 0.12 0.000
F 1.61 5.58 3.05 0.000
C 1.57 4.46 2.31 0.000
F 1.60 3.43 3.19 0.000
F 2.71 4.42 1.63 0.000
C 0.29 4.32 1.42 0.003
O 0.04 3.07 1.14 -0.020
C 0.51 5.20 0.13 0.000
F 1.22 4.56 -0.79 0.000
F 1.16 6.36 0.38 0.000
F -0.64 5.56 -0.45 0.000
C -0.89 4.94 2.23 -0.001
F -0.94 4.40 3.44 0.000
F -2.05 4.73 1.63 0.000
F -0.81 6.28 2.41 0.000
C -3.39 -3.99 -0.05 0.000
C -2.29 -4.09 1.01 0.000
C -1.09 -3.19 0.66 0.000
C -1.53 -2.01 -0.21 0.002
C -2.89 -1.54 0.32 0.001
C -3.97 -2.57 -0.04 0.000
P -0.24 -0.65 -0.16 -0.032
C 1.33 -1.52 -0.76 -0.005
C 1.27 -2.54 -1.91 -0.001
C 2.55 -3.40 -1.94 0.000
C 3.75 -2.58 -1.47 0.000
C 3.60 -2.21 0.01 -0.001
C 2.12 -2.09 0.42 0.003
C -0.62 0.40 -1.69 -0.002
C -1.17 -0.25 -2.97 0.000
C -2.67 -0.01 -3.11 0.000
C -2.97 1.48 -3.29 0.000
C -2.00 2.34 -2.46 0.000
C -1.51 1.56 -1.24 -0.001
H -4.18 -4.72 0.15 0.000
H -2.97 -4.22 -1.03 0.000
H -1.96 -5.13 1.11 0.000
H -2.71 -3.78 1.97 0.000
H -0.33 -3.78 0.14 0.000
H -0.66 -2.78 1.57 0.001
H -1.65 -2.32 -1.26 0.000
H -3.16 -0.56 -0.08 0.001
H -2.81 -1.41 1.40 0.000
H -4.39 -2.34 -1.03 0.000
H -4.78 -2.50 0.69 0.000
H 1.92 -0.65 -1.10 -0.001
H 1.18 -2.01 -2.85 0.000
H 0.41 -3.21 -1.81 0.000
H 2.71 -3.77 -2.95 0.000
H 2.45 -4.27 -1.28 0.000
H 3.82 -1.67 -2.08 0.000
H 4.68 -3.15 -1.62 0.000
H 4.10 -1.26 0.20 0.000
H 4.08 -2.98 0.63 0.000
H 2.02 -1.43 1.30 -0.004
H 1.73 -3.07 0.70 0.001
H 0.36 0.83 -1.92 0.000
H -0.97 -1.33 -2.99 0.000
H -0.67 0.18 -3.84 0.000
H -3.16 -0.38 -2.21 0.000
H -3.08 -0.58 -3.96 0.000
H -4.00 1.68 -3.00 0.000
H -2.88 1.75 -4.35 0.000
H -2.48 3.26 -2.15 0.000
H -1.12 2.61 -3.06 0.000
H -2.36 1.22 -0.65 0.001
H -0.94 2.21 -0.58 0.001
```

Output
**HOMO (alpha / beta)**: -1.90 / -1.91 eV
**Spin multiplicity**: 7
**Net charge**: -2
**LUMO level (alpha / beta)**: 4.21 / 4.21 eV
**Energy**: -126303.4720 eV
**Energy above the lowest of the compared OMol25 structures with the same formula, charge and spin**: 0.0 kcal per mole

---

No. 6
Here is 2 unconnected molecules or ions with the total composition C20H24NO2 from the OMol25 dataset. Energies are from wB97M-V/def2-TZVPD.

Geometry as XYZ:
```
47
Properties=species:S:1:pos:R:3:mulliken_charge:R:1
C 6.79 2.89 -1.03 -0.819
O 6.26 1.55 -1.03 -0.419
C 4.91 1.40 -1.03 0.928
C 4.39 0.08 -1.03 -0.912
C 3.02 -0.12 -1.03 -0.468
C 2.11 0.97 -1.03 0.341
C 0.67 0.80 -1.03 1.214
O -0.03 1.97 -1.02 -0.405
C -1.42 1.97 -1.03 0.466
C -2.13 0.75 -1.03 0.820
C -3.55 0.81 -1.03 -0.713
C -4.19 2.04 -1.03 -0.718
C -3.45 3.24 -1.03 -0.380
C -2.06 3.21 -1.02 -0.707
C -1.38 -0.45 -1.02 -0.374
C 0.01 -0.42 -1.04 -0.740
C 2.65 2.27 -1.03 -0.785
C 4.01 2.49 -1.03 -0.474
H 7.87 2.76 -1.03 0.239
H 6.48 3.44 -1.93 0.354
H 6.48 3.44 -0.14 0.353
H 5.09 -0.75 -1.03 0.426
H 2.63 -1.14 -1.03 0.346
H -4.09 -0.13 -1.04 0.416
H -5.27 2.08 -1.03 0.409
H -3.97 4.19 -1.02 0.406
H -1.46 4.12 -1.02 0.453
H -1.91 -1.40 -1.06 0.537
H 0.61 -1.33 -1.06 0.403
H 2.01 3.15 -1.03 0.407
H 4.39 3.52 -1.03 0.390
C -2.08 -4.69 0.22 -1.289
C -1.47 -3.70 1.19 -0.014
N -2.47 -3.03 1.98 -0.329
C -1.98 -2.08 2.95 -0.211
C -3.10 -1.45 3.77 -1.210
H -1.28 -5.17 -0.36 0.361
H -2.63 -5.47 0.75 0.369
H -2.76 -4.19 -0.48 0.299
H -0.81 -4.23 1.90 0.405
H -0.85 -2.97 0.64 -0.095
H -3.20 -2.63 1.40 0.263
H -1.30 -2.62 3.62 0.307
H -1.40 -1.28 2.46 0.164
H -2.68 -0.75 4.49 0.373
H -3.80 -0.91 3.12 0.293
H -3.65 -2.22 4.32 0.323
```

Output
**HOMO**: -10.90 eV
**Spin multiplicity**: 1
**Net charge**: +1
**LUMO level**: -5.00 eV
**Energy**: -26707.5726 eV
**Energy above the lowest of the compared OMol25 structures with the same formula, charge and spin**: 43.7 kcal per mole

---

No. 7
Here is 2 unconnected molecules or ions with the total composition C3H11NO from the OMol25 dataset. Energies are from wB97M-V/def2-TZVPD.

Geometry as XYZ:
```
16
Properties=species:S:1:pos:R:3:mulliken_charge:R:1
C 0.28 0.07 -1.35 -1.039
N -0.28 0.28 0.07 -0.037
C 0.78 0.10 1.13 -0.903
C -0.84 1.66 0.25 -1.172
H -0.34 -0.61 -1.93 0.308
H 1.35 -0.23 -1.14 0.383
H 0.16 1.03 -1.94 0.319
H 1.74 0.24 0.71 0.394
H 0.61 0.62 2.15 0.336
H 0.62 -1.04 1.49 0.189
H -1.48 1.61 1.17 0.362
H -1.69 1.86 -0.42 0.407
H -0.08 2.36 0.51 0.407
O -0.29 -3.08 -0.44 -0.681
H 0.08 -2.16 -0.70 0.385
H -0.63 -2.70 0.47 0.341
```

Output
**HOMO**: -8.84 eV
**Spin multiplicity**: 1
**Structure (SMILES)**: CN(C)C.O
**Net charge**: 0
**LUMO level**: 0.89 eV
**Energy**: -6824.7899 eV
**Energy above the lowest of the compared OMol25 structures with the same formula, charge and spin**: 56.6 kcal per mole

---

No. 8
Here is a molecular structure, C22H36O2P2Pd from the OMol25 dataset. Energies are from wB97M-V/def2-TZVPD.

Geometry as XYZ:
```
63
Properties=species:S:1:pos:R:3:mulliken_spin:R:1
P 1.09 2.86 1.47 0.038
P 1.17 2.40 -2.26 0.016
C 1.99 3.70 0.10 0.004
C 1.26 3.91 -1.24 -0.001
H 2.94 3.16 -0.05 0.001
H 2.26 4.70 0.48 0.000
H 0.24 4.29 -1.11 -0.001
H 1.79 4.63 -1.87 0.000
C 2.80 2.25 -3.05 0.002
H 2.88 1.28 -3.57 0.000
H 3.61 2.32 -2.32 0.000
H 2.93 3.05 -3.79 0.000
C 0.05 2.85 -3.61 0.001
H 0.61 3.41 -4.36 0.000
H -0.78 3.47 -3.24 -0.001
H -0.36 1.93 -4.07 -0.001
C 2.29 2.93 2.82 0.000
H 1.97 2.27 3.63 0.001
H 2.37 3.95 3.22 0.000
H 3.29 2.62 2.48 0.000
C -0.30 3.89 1.96 -0.008
H -0.87 4.23 1.08 0.002
H 0.06 4.77 2.51 0.000
H -0.97 3.31 2.62 0.014
Pd -1.76 -0.51 2.06 1.153
C -0.49 -0.38 -2.52 -0.002
C 0.59 -0.92 -1.92 -0.002
C 1.68 -0.37 -1.05 0.007
C 1.73 0.19 0.43 -0.015
C 0.72 1.12 1.16 -0.074
C -0.74 1.02 0.70 0.537
C -0.89 1.36 -0.75 -0.143
C -1.56 0.42 -1.73 0.069
C -1.13 -1.89 3.27 0.302
H -0.83 -0.79 -3.47 0.000
H 0.69 -2.01 -1.99 0.000
H 2.25 0.34 -1.67 0.001
H 2.34 -1.25 -0.95 0.001
H 1.77 -0.70 1.08 -0.008
H 2.74 0.65 0.52 -0.002
H 0.71 0.75 2.21 -0.015
H -1.44 1.66 1.30 0.018
H 0.20 1.44 -1.14 0.015
H -1.39 2.35 -0.81 -0.004
H -2.31 -0.21 -1.24 -0.036
H -2.10 1.02 -2.48 0.002
H -2.04 -2.47 3.52 0.008
H -0.72 -1.30 4.11 0.047
H -0.38 -2.50 2.75 -0.032
O 0.06 -3.19 0.13 0.020
C -1.17 -3.20 0.31 0.049
O -1.98 -2.19 0.42 0.036
C -1.81 -4.58 0.50 0.006
C -3.18 -4.73 0.80 -0.001
C -3.71 -5.97 1.18 0.000
C -2.88 -7.09 1.25 0.000
C -1.54 -6.99 0.87 0.000
C -1.02 -5.75 0.49 0.001
H -3.81 -3.85 0.70 -0.002
H -4.76 -6.04 1.46 0.000
H -3.28 -8.05 1.59 0.000
H -0.90 -7.88 0.88 0.000
H 0.03 -5.67 0.18 0.000
```

Output
**HOMO (alpha / beta)**: -6.35 / -7.02 eV
**Spin multiplicity**: 3
**Net charge**: 0
**LUMO level (alpha / beta)**: -0.21 / -0.33 eV
**Energy**: -49542.3604 eV
**Energy above the lowest of the compared OMol25 structures with the same formula, charge and spin**: 56.2 kcal per mole